No. 1
{
  "formula": "C38H34N3O4P2V",
  "method": "ωB97M-V/def2-TZVPD",
  "e_above_lowest_kcal_mol": 27.4,
  "gap_ev": [7.0, 7.7],
  "charge": 1,
  "s2": 0.77,
  "max_force_ev_per_a": 2.42,
  "multiplicity": 2,
  "lumo_ev": [-3.96, -3.33],
  "elements": ["C", "C", "H", "C", "P", "C", "H", "C", "C", "H", "H", "O", "O", "C", "C", "H", "N", "H", "C", "C", "C", "C", "C", "C", "H", "C", "H", "H", "H", "V", "H", "H", "C", "C", "H", "C", "H", "C", "H", "H", "H", "H", "C", "N", "H", "O", "H", "C", "C", "C", "H", "H", "H", "H", "H", "H", "C", "O", "C", "C", "C", "C", "C", "H", "C", "P", "C", "C", "C", "H", "H", "N", "H", "H", "C", "H", "C", "H", "C", "C", "C", "H"],
  "coordinates": [[-2.43967, 0.55824, -1.73546], [-3.89601, 2.18347, 3.58655], [-4.45695, 3.05572, 3.89629], [2.68724, 3.25652, 0.45303], [-1.28188, 1.14322, 0.66006], [-1.81119, -4.43584, -0.21447], [-3.43783, -7.27996, 0.62947], [1.26456, 0.95603, -2.46669], [-0.49229, -3.80224, -0.10876], [5.12965, -0.57741, -1.07453], [4.22041, 4.59282, 3.16695], [1.94473, 0.62983, 0.61430], [2.67841, -1.47099, -0.57210], [-4.10502, -4.34459, -0.92955], [4.36521, 4.85118, -0.21013], [4.62894, 0.02132, 0.50502], [1.01178, -1.75733, 3.29353], [1.03939, 0.16541, -4.44573], [-3.27059, -6.29344, 0.21493], [1.03982, -1.72233, 2.13583], [-2.01990, -5.70760, 0.31476], [4.93369, -0.87399, -0.04182], [-0.05773, 2.44929, 0.94402], [-2.45231, -0.06991, 2.80021], [-3.37568, 0.03588, -3.59368], [4.65984, 5.09110, 1.12330], [2.50825, -5.76586, 1.68422], [4.86441, -3.44887, 0.89232], [-3.33694, -1.03673, 4.49549], [1.09356, -1.59717, 0.16444], [-5.28885, -6.07581, -0.48188], [-3.01560, 3.16992, 1.90446], [-2.36456, 1.11499, 2.07352], [-3.26925, -0.12127, 3.92214], [-2.68412, -2.76111, -1.22865], [3.81851, -1.85080, 0.00659], [5.42698, 5.80957, 1.38426], [-3.98775, 0.99935, 4.31088], [0.13696, 2.47377, 2.01683], [2.56681, -6.03811, -0.04487], [-2.00708, -0.42066, -1.56581], [-4.62175, 0.95553, 5.18788], [-4.31219, -5.61432, -0.40765], [1.59856, -3.54520, 0.31108], [-2.58378, 3.63868, -0.29390], [-0.57453, -0.17446, 0.51710], [-1.87168, -0.93123, 2.49738], [0.90716, 1.02721, -3.80486], [-2.85511, -3.75336, -0.83003], [-3.20052, 0.81954, -2.86727], [4.90345, 5.37702, -0.98873], [-3.93792, 4.08003, -2.29682], [3.15661, 3.74241, -1.59242], [-0.38906, 3.43512, 0.61475], [1.69821, 0.03976, -2.08356], [-1.20123, -6.22098, 0.80225], [-3.73945, 2.08398, -3.06568], [-0.38611, -2.47193, -0.27425], [1.09836, 2.05703, -1.63588], [-3.08370, 2.24469, 2.46755], [2.81088, -4.00482, 0.53563], [-3.51717, 3.09477, -2.13874], [-2.21574, 1.57172, -0.80472], [0.11128, 2.26525, -5.36408], [-2.75541, 2.84130, -1.01004], [1.48988, 1.97127, 0.10870], [2.99873, 3.49062, 1.79692], [3.38088, 3.93223, -0.54997], [3.01613, -5.46538, 0.76478], [0.46522, 4.11828, -1.52728], [-0.16774, 4.24111, -3.90060], [0.57119, -4.45952, 0.19019], [5.83422, -1.29019, 0.40173], [-4.91774, -3.81565, -1.41143], [3.98005, 4.41031, 2.12766], [-4.33625, 2.28516, -3.94677], [0.58914, 3.24611, -2.16235], [4.07543, -5.69804, 0.84180], [0.23283, 3.31941, -3.49826], [0.38763, 2.20706, -4.31868], [3.90368, -3.09806, 0.54756], [2.48961, 2.94186, 2.58173]],
  "mulliken_spin": [0.00, 0.00, 0.00, 0.00, 0.00, 0.00, 0.00, 0.01, 0.01, 0.00, 0.00, 0.00, -0.01, 0.00, 0.00, 0.00, 0.05, 0.00, 0.00, -0.07, 0.00, 0.00, 0.00, 0.00, 0.00, 0.00, 0.00, 0.00, 0.00, 1.11, 0.00, 0.00, 0.00, 0.00, 0.00, -0.01, 0.00, 0.00, 0.00, 0.00, 0.00, 0.00, 0.00, -0.07, 0.00, -0.01, 0.00, 0.01, 0.00, 0.00, 0.00, 0.00, 0.00, 0.00, -0.02, 0.00, 0.00, -0.01, 0.00, 0.00, 0.01, 0.00, 0.00, 0.00, 0.00, 0.01, 0.00, 0.00, 0.00, 0.00, 0.00, -0.02, 0.00, 0.00, 0.00, 0.00, 0.00, 0.00, 0.00, 0.00, 0.00, 0.00]
}

***

No. 2
{
  "formula": "C22H73N5O14Y",
  "method": "ωB97M-V/def2-TZVPD",
  "e_above_lowest_kcal_mol": 87.7,
  "gap_ev": 5.6,
  "charge": 1,
  "max_force_ev_per_a": 5.41,
  "lumo_ev": -5.36,
  "elements": ["H", "H", "C", "H", "H", "H", "O", "H", "H", "H", "H", "C", "H", "H", "H", "H", "H", "H", "H", "H", "O", "O", "H", "H", "H", "C", "H", "O", "H", "O", "O", "C", "H", "H", "H", "H", "C", "H", "H", "H", "H", "H", "H", "H", "C", "H", "H", "H", "C", "H", "C", "H", "O", "H", "C", "H", "H", "H", "H", "Y", "O", "C", "O", "N", "H", "C", "C", "H", "H", "H", "H", "H", "H", "C", "H", "H", "H", "C", "H", "H", "N", "O", "N", "C", "H", "O", "H", "H", "H", "H", "O", "N", "C", "H", "O", "H", "H", "H", "C", "H", "H", "C", "H", "H", "H", "H", "O", "H", "N", "C", "C", "H", "H", "C", "C"],
  "coordinates": [[3.94651, 3.87022, -1.65203], [2.39188, 3.01030, -1.46185], [-3.01405, -5.36723, 1.05022], [-7.78577, -4.56177, 0.72021], [-5.06058, -0.72649, -1.20235], [-0.27496, -1.54299, 3.12128], [1.39650, -4.14354, -1.56982], [0.01890, 4.20849, -2.43326], [6.03650, -0.57707, -0.18286], [-2.36480, 4.17267, 4.70587], [-2.64986, -3.00028, -3.03829], [-4.92895, -2.01432, 0.19363], [0.01940, -4.13277, -4.31243], [-6.56603, -0.65595, 0.80002], [-0.50480, -4.30127, -0.91185], [6.45878, 1.11486, -0.18618], [4.38869, 6.46960, -5.60277], [-3.63523, -1.45684, 1.80087], [1.76101, 0.01014, 1.94096], [-3.34067, -2.07102, -2.06302], [-1.09962, 1.24618, -1.63822], [0.15599, -3.20080, -4.48274], [0.45049, 1.24288, -0.27847], [-1.46502, 2.33311, 1.79648], [3.15912, -2.26743, -3.47330], [-3.91357, -1.11944, 0.80248], [4.28436, 0.92832, -3.73204], [2.85768, -1.37384, -3.63716], [-1.95473, 0.72071, 2.32227], [-0.07279, 3.95965, -1.51353], [3.86521, 4.71968, -4.87258], [4.12097, 0.82003, 1.33512], [1.60049, -0.45787, -1.16748], [1.39437, 1.49384, 5.79260], [-0.48284, -3.02145, 4.18714], [-0.68798, -4.43865, 2.20696], [-2.04873, 2.34886, 3.84116], [6.54432, -0.69781, 2.94183], [-4.30841, -0.10719, 0.88939], [2.02203, -1.31376, -3.17422], [-0.34533, 3.04243, -1.53909], [2.35530, 4.39575, -2.39047], [-0.89789, 0.38642, 0.19874], [0.64044, -1.40328, -0.19397], [-6.20878, -1.67682, 0.93532], [-1.86817, 2.62909, -3.98427], [-1.62211, -1.70892, 4.18634], [-0.28097, -3.00188, 1.15035], [3.02491, 3.56982, -2.15055], [-3.83945, -5.55623, 0.36386], [-1.99002, -4.27467, 0.50170], [3.54593, 1.29854, -2.27865], [-7.29460, -2.61512, 0.68765], [-5.81616, -2.06650, -1.68506], [2.06903, 0.92912, 2.43964], [-5.94209, -1.84900, 1.97807], [-3.00205, -0.91886, 0.23946], [5.55795, 5.08185, -5.92923], [-3.41595, 2.75815, -0.17607], [-1.36780, -0.25937, -3.59072], [-1.15858, 2.11890, -4.37468], [3.53663, 2.76603, -3.36409], [-2.61292, -2.11205, -2.68345], [-4.98169, -1.73317, -1.22392], [-2.13994, 2.76692, -0.99069], [0.55669, -0.75505, -1.06625], [0.91334, 2.39784, 6.16609], [-1.74387, -5.23379, -1.29286], [1.26145, -3.19703, -1.61574], [1.01163, 2.34003, 7.25011], [-4.71367, -3.05520, 0.43514], [4.98149, -0.41767, 3.13450], [-3.45979, -5.06971, 1.99938], [-0.56231, 2.20937, 4.30082], [4.07386, 5.24054, -6.84195], [-6.29826, -4.16946, 1.68825], [0.43076, -2.84051, -3.63957], [-1.06166, -3.63302, 1.57496], [1.55018, 3.23096, 5.86868], [-2.64870, 1.82329, 4.58407], [5.66407, -0.70227, 2.44662], [-1.73966, -2.90448, 2.52692], [4.23767, 1.57746, -2.95968], [-6.88978, -3.94623, 0.80034], [1.73007, 0.91470, 3.47550], [-2.89103, 3.31131, -0.75461], [2.77687, 2.47510, -4.08951], [2.31802, -4.26582, -1.79806], [-0.48406, 2.76557, -4.58219], [-1.80312, 4.35830, 3.26494], [-0.40133, 2.59100, 5.65563], [-1.17807, -4.93807, -0.51023], [-2.16847, 1.78479, 2.42306], [7.53318, 0.16665, 0.65398], [0.14398, -1.55684, -2.18814], [3.61025, 0.08171, 0.71694], [5.13845, 3.08145, -5.01096], [-0.27777, 1.15716, 4.30175], [4.52382, 5.42042, -5.86559], [4.12829, 1.75615, 0.77679], [-2.47889, -3.43472, 0.00815], [-0.95683, -2.28256, 3.54102], [1.61251, 1.79986, 1.96900], [-6.34826, -4.21484, -0.10669], [6.03675, 1.36266, 2.19288], [0.14313, 2.74936, 3.66927], [3.45704, 0.99116, 2.54101], [5.36050, 4.13572, -3.74327], [-2.46170, 3.78872, 3.77674], [5.62689, 0.49223, 1.68057], [4.55190, 3.64841, -4.28805], [-3.16932, 1.81709, 1.99253], [-2.47871, -6.30350, 1.20805], [-0.28455, 0.54964, -0.68742], [6.46774, 0.21517, 0.42909]],
  "lowdin_charge": [0.09, 0.05, -0.03, 0.10, 0.09, 0.07, -0.04, 0.03, 0.08, 0.06, 0.08, -0.46, 0.05, 0.14, 0.02, 0.06, 0.09, 0.09, 0.08, 0.00, -0.40, -0.06, 0.09, 0.08, 0.04, -0.08, 0.07, -0.04, 0.05, -0.03, -0.21, -0.20, 0.09, 0.07, 0.10, 0.13, -0.37, 0.08, 0.08, -0.03, -0.03, 0.07, 0.08, 0.09, -0.15, 0.08, 0.09, 0.11, -0.05, 0.06, -0.38, 0.05, -0.17, 0.10, -0.11, 0.13, 0.07, 0.09, 0.01, 1.97, -0.08, -0.42, -0.11, 0.06, -0.04, -0.27, -0.10, 0.07, -0.01, 0.09, 0.11, 0.06, 0.07, -0.22, 0.08, 0.10, -0.05, -0.20, 0.09, 0.14, 0.04, -0.22, 0.04, -0.13, 0.07, -0.05, 0.11, 0.06, 0.09, 0.07, -0.18, 0.04, -0.07, 0.08, -0.43, 0.11, 0.11, 0.10, -0.12, 0.12, 0.09, -0.08, 0.09, 0.08, 0.14, 0.12, -0.18, 0.12, 0.04, -0.45, -0.18, 0.06, 0.08, -0.28, -0.07]
}

***

No. 3
{
  "formula": "C54H42Cl2N3O6P2STi",
  "method": "ωB97M-V/def2-TZVPD",
  "e_above_lowest_kcal_mol": 0.0,
  "gap_ev": [4.9, 5.0],
  "charge": -1,
  "max_force_ev_per_a": 1.24,
  "lumo_ev": [2.20, 2.20],
  "elements": ["O", "H", "C", "H", "C", "C", "H", "C", "H", "C", "C", "H", "C", "H", "C", "C", "C", "C", "C", "C", "H", "H", "H", "C", "C", "C", "C", "C", "C", "H", "H", "C", "O", "C", "H", "C", "C", "C", "C", "C", "H", "C", "H", "H", "C", "C", "C", "C", "C", "N", "H", "C", "O", "H", "H", "C", "H", "C", "P", "C", "H", "H", "H", "S", "O", "C", "H", "C", "C", "C", "H", "H", "H", "C", "C", "Cl", "Cl", "C", "C", "C", "H", "C", "H", "C", "C", "C", "N", "H", "Ti", "H", "H", "H", "H", "C", "C", "H", "C", "H", "P", "O", "H", "H", "N", "H", "H", "O", "C", "H", "C", "H", "H"],
  "coordinates": [[0.03541, 0.86443, 1.49169], [1.67098, 0.03010, -7.18175], [1.72694, -1.68695, -5.88877], [-0.15453, 5.62426, 1.64960], [1.29748, 0.54780, -5.13308], [4.02207, -2.35609, -2.26766], [-5.82084, -0.52829, -0.32549], [0.20283, -6.24832, -2.11667], [6.07941, -2.71632, -2.75655], [1.17823, 0.07413, -3.83132], [-4.05842, -3.13933, 0.88853], [4.40918, 0.39352, 4.66660], [4.96451, -1.02646, -0.03753], [1.07435, -0.26096, 5.28237], [1.91638, 6.10056, -0.98825], [3.59174, -1.15036, -0.25632], [-0.21100, -3.93566, -2.62580], [5.84981, -1.58116, -0.94050], [0.92396, -2.38839, 4.76825], [6.41366, 2.98742, -1.39877], [1.16536, 1.60434, -5.33272], [-4.49524, -1.73508, -2.01857], [-0.82680, -3.17622, -3.09682], [0.84379, -0.99160, 4.51587], [-5.57003, -1.57162, -0.18008], [0.57008, 5.40274, 0.87610], [3.13544, 0.28373, 1.55830], [1.67744, -4.54125, -1.27869], [-0.32211, -3.53883, 1.33838], [5.33603, -0.48990, 0.82423], [3.10477, 4.57586, -1.91209], [3.07399, 1.62507, 1.22986], [-4.95302, -3.63824, -1.30786], [-0.96694, 3.04050, -1.86108], [3.40955, 3.59768, 2.00355], [0.29014, 0.85033, 2.80808], [0.47926, -0.55316, 3.29014], [3.97654, 2.09851, 3.42437], [0.56758, -3.28693, 3.74209], [1.34105, -1.27747, -3.53602], [0.70094, 3.33244, 1.42597], [-5.29998, -2.26656, -1.49858], [7.61346, 2.18307, -2.99388], [6.91384, -1.46551, -0.77162], [4.12932, 2.20738, -1.28183], [-2.68875, 4.65077, -1.52628], [1.00208, 6.40330, 0.01309], [6.63697, 2.19570, -2.52464], [3.10196, -1.79946, -1.38429], [-4.39997, -1.71387, 0.68615], [2.24618, 6.87032, -1.67596], [0.20432, -2.81025, 2.51699], [2.66842, -0.62055, 0.61513], [-2.93033, -3.33011, -0.92172], [-6.39614, -2.06660, 0.33395], [5.38737, -2.26340, -2.05749], [-3.62997, -4.84993, -0.34429], [-0.57111, -5.26821, -2.73030], [1.29600, -1.76979, -1.75249], [3.61442, -0.18186, 2.76294], [0.61562, 7.41050, 0.10988], [4.30259, 2.82253, 4.16071], [-0.66945, 5.15130, -2.09966], [-4.34247, 0.97834, -0.92315], [-0.53363, -2.68013, 0.33703], [3.48272, 2.53500, 2.20286], [-3.18057, -3.22473, 1.52447], [-3.57329, 3.63180, -1.21273], [-1.37172, 4.36257, -1.85930], [4.36217, 1.42725, -2.40990], [2.53842, -4.26604, -0.68231], [-6.19388, -2.25848, -2.12140], [3.65769, -2.87245, -3.14674], [5.17190, 2.99161, -0.78598], [1.61184, -2.15482, -4.58668], [-5.20460, 4.11410, -0.82607], [-1.25761, 0.40345, -1.60303], [1.31670, -5.88100, -1.38255], [4.04386, 0.73836, 3.70702], [5.60769, 1.42062, -3.03370], [7.21380, 3.59790, -0.99759], [1.99085, 3.80388, -0.24021], [1.22595, -2.75525, 5.73889], [-1.87853, 2.05156, -1.53895], [2.40283, 4.80485, -1.11839], [0.93088, -3.56070, -1.91641], [0.21350, -1.44479, 2.26958], [0.95561, 0.76819, -3.03131], [-0.29832, -0.76536, 0.54338], [1.90122, -6.63401, -0.86864], [5.01168, 3.61018, 0.09096], [0.56010, -4.35823, 3.90726], [-0.07592, -7.29166, -2.19831], [-3.34086, -0.91205, 0.70360], [-3.21744, 2.25814, -1.21100], [1.71176, -3.21668, -4.39644], [1.57602, -0.33254, -6.16519], [3.56587, 0.80466, -2.80677], [2.47795, 2.05672, -0.46908], [0.35979, 1.83995, 3.49895], [-1.46726, -5.54176, -3.27376], [3.60835, -1.24655, 2.96427], [-2.25967, -0.68855, 1.07295], [-4.91087, -3.61028, 1.38124], [5.76568, 0.80035, -3.90715], [-0.58281, -4.72525, 1.29185], [1.05339, 4.10817, 0.74995], [-3.04349, 5.67330, -1.51147], [-3.81420, -3.78349, -0.45910], [0.05552, 2.77573, -2.09639], [1.93271, -2.38653, -6.68978]],
  "lowdin_charge": [-0.19, 0.10, -0.08, 0.11, -0.08, -0.08, 0.00, -0.09, 0.10, -0.14, -0.10, 0.11, 0.00, 0.12, -0.10, -0.26, -0.11, -0.08, -0.08, -0.08, 0.11, 0.10, 0.11, -0.03, -0.20, -0.07, -0.32, -0.08, -0.55, 0.12, 0.10, -0.26, -0.14, -0.13, 0.11, -0.53, -0.20, -0.07, -0.02, -0.35, 0.09, -0.20, 0.10, 0.11, -0.36, -0.13, -0.10, -0.09, -0.28, -0.07, 0.10, -0.18, -0.07, 0.12, 0.13, -0.08, 0.13, -0.08, 1.13, -0.02, 0.10, 0.10, 0.09, 0.66, -0.23, -0.07, 0.12, -0.67, -0.10, -0.10, 0.11, 0.12, 0.10, -0.09, -0.10, 0.62, 0.74, -0.08, -0.06, -0.08, 0.10, -0.39, 0.08, -0.58, -0.10, -0.38, 0.00, 0.04, 0.72, 0.10, 0.10, 0.11, 0.10, -0.33, -0.72, 0.10, -0.09, 0.08, 1.17, 0.08, 0.10, 0.14, 0.10, 0.13, 0.10, 0.05, -0.09, 0.09, -0.17, 0.07, 0.10]
}